C28H57F3N4O14PS | ωB97M-V/def2-TZVPD

Calculated values
- HOMO-LUMO gap: 6.76 eV
- Largest force on an atom: 9.35 eV/Å
- LUMO level: 0.0411 hartree
- Energy: -3412.0600 hartree
- HOMO energy: -5.65 eV

```
! wB97M-V def2-TZVPD RIJCOSX def2/J DEFGRID3
* xyz -1 1
S -2.00192 0.72134 1.49604
P -1.25919 -3.10496 3.20271
F -1.34374 0.47281 -1.25660
F -1.39764 2.67321 -0.33317
F -3.44594 1.54135 -0.80695
O 0.53105 8.43692 2.62234
O -3.42435 -3.88458 0.80126
O 0.94005 -4.73178 -0.36659
O 4.21057 -1.51269 -1.66640
O -4.83057 -4.75510 -5.82871
O -3.49945 -0.49254 -5.06610
O -3.46365 0.57792 1.98205
O 1.62212 4.53809 4.65498
O 0.99115 -2.06707 0.84014
O -1.30738 -4.68380 -1.22412
O -5.33708 -4.82956 0.80600
O -1.39091 1.91161 2.33510
O 8.63751 -0.78762 -1.03442
O 1.44253 0.40974 1.36471
N 5.89667 0.07841 0.24923
N 0.93426 5.58241 1.76599
N -4.73571 -3.81589 0.48560
N -4.25158 -2.86537 -3.37847
C -2.98922 -3.29214 4.04219
C 3.83253 -0.26181 -1.07659
C -3.91948 -5.01209 -4.75803
C 7.75977 -1.60577 -1.79722
C 0.59054 4.04262 3.79892
C 1.54215 5.93100 4.92898
C -0.34910 6.28833 1.86086
C -4.58987 -3.54117 -6.52877
C 5.06850 0.61902 -0.83531
C -0.17815 7.78566 1.56008
C -3.61185 -1.88681 4.61129
C 4.03813 -2.61673 -0.78644
C 0.88863 4.21248 2.29523
C -1.44524 -2.28326 1.44400
C 0.68428 -0.69486 1.30352
C -4.30706 -4.33278 -3.42871
C -0.23898 -4.05337 -0.43564
C -4.77670 0.12708 -4.97849
C -0.59857 -4.89037 3.06951
C -0.89807 -0.75020 1.81354
C -0.28575 -2.60433 0.31851
C 1.83406 8.86179 2.24206
C -2.05914 1.32032 -0.27646
C -2.89967 -2.32519 -3.56525
C 8.17940 0.55210 -0.84010
C 7.21545 0.71800 0.35239
C -2.93901 -0.80456 -3.78390
C -3.01580 -2.45441 0.96766
H 3.18952 0.24262 -1.81040
H 7.07286 -2.14050 -1.13634
H -0.58727 -1.87712 -0.57119
H -3.76655 -3.89357 3.38765
H -2.73319 -1.12787 4.75412
H 8.36480 -2.36123 -2.30970
H -1.05361 5.85444 1.14407
H 6.03822 -0.91427 0.09646
H 0.51110 6.29569 4.94888
H -3.22110 -1.96289 -0.10044
H -4.85853 -2.50135 -4.10504
H 1.80321 9.45885 1.32579
H 7.69935 0.28620 1.23785
H 0.16382 3.62940 1.71526
H -0.38580 4.44673 4.08516
H 3.02724 -2.63462 -0.36841
H -0.60736 -5.35621 1.99755
H -0.76048 -0.72064 2.99835
H -1.17515 8.24542 1.52846
H -5.17657 -2.73007 -6.09009
H -3.45498 -0.28933 -2.96678
H -2.29673 -2.54680 -2.67881
H -4.06732 -2.07480 5.69508
H -0.77697 6.19794 2.86321
H -5.53250 -0.58698 -4.64241
H 2.23693 9.48176 3.04745
H -4.94172 -3.67107 -7.55773
H 0.28768 7.95374 0.58329
H -2.88896 -4.79710 -5.05853
H 1.98672 6.10578 5.91449
H 1.87405 3.77195 2.09646
H -2.41162 -2.77306 -4.43540
H -5.34394 -4.61035 -3.19965
H -3.68922 -4.74152 -2.62069
H -4.75191 0.99004 -4.30643
H -4.46850 -1.49373 3.88416
H -2.79614 -3.97776 5.00007
H 7.20851 -1.03839 -2.55264
H 0.53706 2.96541 3.99683
H -1.90539 -0.43343 -3.80125
H -1.30659 -5.58073 3.73484
H -5.05502 0.47265 -5.97771
H 2.13805 6.49262 4.20509
H -3.52840 -3.27899 -6.56038
H 7.07941 1.78556 0.56099
H 0.46041 -4.93027 3.60301
H 4.77559 -2.58988 0.01946
H 4.19339 -3.53460 -1.35980
H 9.07715 1.13916 -0.61244
H 2.49822 8.00455 2.10756
H 1.63674 6.09819 2.28493
H 3.24196 -0.39286 -0.16367
H 5.62860 0.66899 -1.77326
H 7.77865 0.96929 -1.76953
H 4.74455 1.63102 -0.57203
H -3.96148 -6.09494 -4.59042
H -3.79940 -1.99249 1.71220
*
```